C10H17IrN as an isolated structure at a distorted geometry. Source: OMol25; level of theory: ωB97M-V/def2-TZVPD.

Structure (XYZ):
```
29
Properties=species:S:1:pos:R:3:mulliken_charge:R:1
Ir -0.260 -1.176 0.733 0.725
C -2.828 -2.868 0.064 -0.659
H -3.583 -2.067 0.153 0.346
H -2.769 -3.216 -0.983 0.313
H -3.069 -3.708 0.743 0.320
H -1.825 -2.494 0.412 -0.002
H 0.437 -2.624 0.647 -0.079
C -0.026 -1.016 -2.113 -1.012
N -0.415 -0.123 -1.011 -0.266
C -1.797 0.409 -1.009 -1.020
C 0.530 1.075 -1.102 -0.821
C 1.134 1.312 0.224 0.825
C 1.936 2.448 0.441 -0.406
C 2.570 2.631 1.658 -0.639
C 2.436 1.646 2.648 -0.351
C 1.650 0.498 2.437 -0.408
C 0.994 0.349 1.214 -0.111
H -0.545 -1.982 -2.050 0.273
H 1.046 -1.180 -1.945 0.525
H -0.173 -0.528 -3.075 0.373
H -1.896 0.925 -0.045 0.500
H -1.918 1.130 -1.822 0.389
H -2.539 -0.399 -1.062 0.310
H 1.293 0.844 -1.864 0.481
H -0.057 1.917 -1.502 0.509
H 2.021 3.165 -0.387 0.487
H 3.173 3.531 1.826 0.441
H 2.961 1.784 3.595 0.443
H 1.518 -0.283 3.174 0.514
```

ΔE to the lowest compared entry with this formula, charge and spin ... 1.0 kJ/mol
HOMO energy (alpha / beta) ... -15.277 / -18.241 eV
2S+1 ... 6
Net charge ... +2

***

C10H17MnNO2 as an isolated structure at a distorted geometry. Source: OMol25; level of theory: ωB97M-V/def2-TZVPD.

Structure (XYZ):
```
31
Properties=species:S:1:pos:R:3:mulliken_charge:R:1
C -1.494 -1.238 -0.297 -0.664
C 1.175 -0.142 -1.091 -0.196
C -1.464 0.296 -0.172 0.116
H -2.566 -1.516 -0.308 0.314
C 0.952 1.289 -1.130 -0.282
H 2.209 -0.459 -0.899 0.630
H -2.282 0.656 0.477 0.564
H 1.823 1.952 -1.011 0.551
C -1.504 1.025 -1.545 -1.180
H -2.407 1.654 -1.595 0.391
H -1.653 0.261 -2.323 0.166
C -0.803 -1.847 -1.544 -0.795
H -1.498 -2.032 -2.392 0.288
H -0.506 -2.873 -1.267 0.414
C 0.461 -1.098 -2.047 -0.793
H 0.240 -0.562 -2.993 0.272
H 1.200 -1.892 -2.284 0.386
C -0.248 1.866 -1.842 -0.738
H -0.077 1.920 -2.932 0.380
H -0.412 2.913 -1.534 0.398
Mn 0.292 0.604 0.654 0.003
H -1.102 -1.842 0.544 0.248
N -0.112 0.247 2.717 -0.544
C 1.091 -0.136 3.470 -0.354
C 2.297 0.280 2.654 0.506
O 3.382 0.377 3.213 -0.687
O 2.089 0.526 1.398 -0.551
H -0.496 1.088 3.147 0.266
H -0.843 -0.464 2.861 0.313
H 1.128 0.367 4.442 0.339
H 1.128 -1.220 3.629 0.240
```

HOMO energy (alpha / beta) ... -5.950 / -8.462 eV
2S+1 ... 6

***

A 2-piece molecular cluster, C10H17N overall at a distorted geometry. Source: OMol25; level of theory: ωB97M-V/def2-TZVPD.

Structure (XYZ):
```
28
Properties=species:S:1:pos:R:3:mulliken_charge:R:1
C -2.600 2.642 -0.028 -0.294
C -3.067 1.449 -0.622 -0.707
C -2.205 0.310 -0.669 -0.124
N -0.937 0.464 -0.361 -0.121
C -0.429 1.629 0.036 -0.007
C -1.231 2.742 0.293 -0.733
H -3.171 3.506 0.191 0.423
H -4.128 1.300 -0.834 0.328
H -2.457 -0.692 -1.132 0.340
H 0.645 1.696 0.319 0.460
H -0.875 3.636 0.765 0.385
C 2.762 -1.465 -1.782 -1.201
C 1.634 -1.879 -0.897 -0.371
C 1.374 -0.884 0.200 -0.144
C 0.230 -1.384 1.099 -0.246
C -0.203 -0.171 1.946 -1.409
H 2.489 -0.448 -2.116 0.291
H 3.604 -1.378 -1.065 0.279
H 3.143 -2.243 -2.580 0.297
H 2.195 -2.710 -0.396 0.206
H 0.776 -2.162 -1.492 0.381
H 2.267 -0.551 0.679 0.540
H 1.046 0.058 -0.124 -0.123
H 0.553 -2.086 1.914 0.408
H -0.505 -1.976 0.318 0.137
H -0.344 0.723 1.290 0.206
H -1.136 -0.215 2.501 0.271
H 0.570 0.087 2.548 0.528
```

ΔE to the lowest compared entry with this formula, charge and spin ... 488.8 kJ/mol
SMILES string ... c1ccncc1.CCCCC
HOMO energy ... -8.940 eV
2S+1 ... 1

***

A 2-piece molecular cluster, C10H17N overall at a distorted geometry. Source: OMol25; level of theory: ωB97M-V/def2-TZVPD.

Structure (XYZ):
```
28
Properties=species:S:1:pos:R:3:mulliken_charge:R:1
C 1.480 -1.563 1.089 -2.006
C 1.008 -0.804 -0.008 2.392
C -0.396 -1.147 -0.531 -1.140
C 1.786 -1.287 -1.213 -1.768
C 1.179 0.671 0.481 -1.566
H 0.947 -1.407 2.134 0.291
H 1.607 -2.616 1.073 0.414
H 2.368 -1.031 1.293 0.529
H -0.309 -0.786 -1.676 0.309
H -0.608 -2.187 -0.410 0.465
H -1.358 -0.645 -0.024 -0.295
H 1.569 -0.632 -2.114 0.411
H 1.622 -2.374 -1.355 0.359
H 2.801 -0.943 -0.951 0.460
H 2.243 0.973 0.686 0.475
H 0.854 1.448 -0.390 0.325
H 0.377 0.982 1.119 0.161
C -2.407 0.409 0.378 0.286
C -2.016 0.613 -0.968 -0.275
C -1.290 1.779 -1.228 -0.393
N -0.679 2.491 -0.342 -0.794
C -0.798 2.020 0.871 -0.073
C -1.792 1.094 1.337 -0.872
H -2.987 -0.620 0.561 0.348
H -2.268 -0.212 -1.722 0.600
H -0.987 2.088 -2.227 0.437
H -0.251 2.550 1.608 0.728
H -1.695 1.142 2.531 0.193
```

ΔE to the lowest compared entry with this formula, charge and spin ... 801.3 kJ/mol
SMILES string ... CC(C)(C)C.c1ccncc1
HOMO energy ... -8.428 eV
2S+1 ... 1

***

An isolated ion of composition C10H17N2 and charge +1 at a distorted geometry. Source: OMol25; level of theory: ωB97M-V/def2-TZVPD.

Structure (XYZ):
```
29
Properties=species:S:1:pos:R:3:mulliken_charge:R:1
C 1.254 -0.410 1.534 -0.994
N 1.517 0.267 0.226 0.333
C 1.504 1.711 0.368 -1.069
C 2.812 -0.078 -0.371 -0.771
C 0.392 -0.263 -0.793 -0.228
N 0.713 -1.482 -1.266 -0.304
C -1.065 -0.139 -0.429 0.390
C -1.817 1.037 -0.686 -0.523
C -3.110 1.081 -0.356 -0.425
C -3.637 0.031 0.426 -0.607
C -2.952 -1.101 0.620 -0.638
C -1.603 -1.235 0.188 -0.441
H 1.224 -1.432 1.258 0.451
H 2.082 -0.323 2.301 0.335
H 0.363 0.173 2.005 0.335
H 2.200 2.013 1.152 0.396
H 1.855 2.199 -0.524 0.467
H 0.513 2.037 0.397 0.438
H 3.166 -1.051 -0.108 0.349
H 2.697 -0.049 -1.520 0.337
H 3.672 0.597 -0.009 0.333
H 0.555 0.556 -1.791 0.496
H 1.218 -1.488 -2.190 0.265
H 0.367 -2.404 -0.989 0.205
H -1.378 1.738 -1.335 0.459
H -3.703 1.939 -0.822 0.305
H -4.617 -0.133 0.710 0.437
H -3.202 -1.817 1.417 0.323
H -1.020 -1.976 0.588 0.347
```

ΔE to the lowest compared entry with this formula, charge and spin ... 121.8 kJ/mol
SMILES string ... C[N+](C)(C)[C@@H](N)c1ccccc1
HOMO energy ... -12.762 eV
2S+1 ... 1
Net charge ... +1

***

A 2-piece molecular cluster, C10H17N2O2Si overall at a distorted geometry. Source: OMol25; level of theory: ωB97M-V/def2-TZVPD.

Structure (XYZ):
```
32
Properties=species:S:1:pos:R:3:mulliken_charge:R:1
C -2.684 -1.294 0.224 -0.690
C -1.372 -1.106 0.122 -0.577
C -3.129 1.150 0.089 -0.355
C -3.578 -0.122 0.242 0.156
C -0.817 0.164 -0.066 1.043
C 0.476 0.216 -0.310 -0.115
C -1.671 1.437 0.018 -0.474
C 1.641 -2.585 -0.223 -1.200
C 3.322 0.019 -1.041 -1.223
C 2.698 -0.243 1.867 -1.192
N -5.021 -0.247 0.185 0.878
N 1.248 2.517 -1.038 -0.668
O -5.545 -1.224 -0.207 -0.547
O -5.607 0.715 0.685 -0.552
Si 2.103 -0.768 0.133 0.481
H -2.982 -2.262 0.424 0.562
H -0.772 -2.043 -0.293 0.210
H -3.819 1.997 0.046 0.458
H -1.531 2.306 -0.792 0.243
H -1.454 1.921 0.973 0.340
H 2.547 -3.208 -0.043 0.341
H 0.954 -3.073 0.476 0.367
H 1.410 -2.576 -1.211 0.454
H 4.177 -0.694 -1.116 0.350
H 2.926 0.242 -1.987 0.396
H 3.771 0.767 -0.529 0.391
H 3.197 -1.081 2.449 0.347
H 3.405 0.603 1.735 0.296
H 2.037 0.000 2.590 0.486
H 1.272 3.051 -0.244 0.263
H 2.195 2.392 -1.422 0.253
H 0.605 3.029 -1.736 0.280
```

ΔE to the lowest compared entry with this formula, charge and spin ... 777.5 kJ/mol
HOMO energy ... -12.542 eV
2S+1 ... 1
Net charge ... +1

***

Question: Look up the 2S+1 of the first one.
Answer: 6